Record 1
{"formula": "C2H11NO2S2", "method": "wB97M-V/def2-TZVPD", "e_above_lowest_kcal_mol": 9.1, "homo_ha": -0.333, "energy_ev": -29507.762, "lumo_energy_ev": 0.5, "mol_weight_g_mol": 145.25, "smiles": "NCCSS.O.O", "gap_ev": 9.6, "elements": ["N", "C", "C", "S", "S", "H", "H", "H", "H", "H", "H", "H", "H", "H", "O", "H", "H", "O"], "xyz": [[-1.03642, -0.48536, 1.74148], [-0.13948, 0.57227, 1.24661], [1.16021, -0.04113, 0.78624], [2.30806, 1.15470, 0.01821], [3.52404, -0.11854, -1.04397], [-0.87711, -1.30197, 1.17575], [-1.98833, -0.16082, 1.66462], [0.03476, 1.32418, 2.02132], [-0.60518, 1.08525, 0.39564], [0.95346, -0.87221, 0.11381], [1.73246, -0.51788, 1.57890], [3.01158, 0.05748, -2.27661], [-3.55406, -2.23336, 0.68310], [-2.75822, -3.27266, -0.08271], [-2.65935, -2.56812, 0.56602], [-0.46685, 2.57414, -2.75836], [1.02327, 2.42605, -2.57558], [0.33716, 2.37797, -3.25448]], "lowdin_charge": [-0.008, -0.360, -0.581, 0.410, 0.319, 0.028, 0.057, 0.106, 0.098, 0.064, 0.071, -0.198, 0.043, 0.044, -0.054, 0.032, 0.002, -0.071]}

=====

Record 2
{"formula": "C3H35N2O15S", "method": "wB97M-V/def2-TZVPD", "e_above_lowest_kcal_mol": 223.5, "homo_ha": -0.105, "energy_ev": -48202.681, "lumo_energy_ev": 2.3, "mol_weight_g_mol": 371.38, "charge": -1, "gap_ev": 5.1, "elements": ["N", "C", "C", "S", "C", "N", "O", "H", "H", "H", "H", "H", "H", "H", "H", "H", "O", "H", "H", "O", "H", "H", "O", "H", "H", "O", "H", "H", "O", "H", "H", "O", "H", "H", "O", "H", "H", "O", "H", "H", "O", "H", "H", "O", "H", "H", "O", "H", "H", "O", "H", "H", "O", "H", "H", "O"], "xyz": [[-1.02753, -0.59571, -3.29532], [-0.79478, -1.42266, -2.04560], [-0.42482, -2.75363, -2.63157], [1.37106, -2.35260, -3.10206], [-0.66914, -0.63526, -0.82844], [0.38128, -1.05304, -0.01218], [-1.83502, -0.77701, -0.06584], [-1.74398, -1.04261, -3.93328], [-0.20001, -0.27042, -3.89054], [-1.55075, -3.59745, -0.02649], [-0.15873, -3.51703, -1.96458], [-1.27601, -3.02042, -3.35538], [0.31940, -1.12650, 0.97115], [1.25807, -1.30613, -0.42733], [-1.81747, -2.30060, 0.66721], [-2.39763, -1.21658, -0.75514], [-1.86051, -3.29634, 0.76512], [-2.72164, 2.79614, 0.07560], [-3.27310, 2.34071, -1.26131], [-3.10988, 3.10724, -0.79283], [-0.26414, -0.06733, 3.48414], [0.74272, -1.19055, 4.28506], [0.57278, -0.20211, 4.19562], [-0.15019, 3.16411, -2.14525], [-0.75464, 1.89938, -2.56761], [-0.74769, 2.84032, -2.71478], [-2.16891, -0.88910, 1.68960], [-3.36810, -1.41866, 2.51901], [-2.54888, -0.82286, 2.50285], [-1.26726, -3.11894, 3.47426], [-0.31881, -3.23562, 2.51745], [-0.35708, -2.69326, 3.30411], [1.82956, 0.51511, 1.89360], [2.26933, 0.74677, 3.20990], [2.43607, 1.17938, 2.39994], [-1.83987, 1.31511, 2.22862], [-0.91289, 0.50394, 1.49777], [-0.90778, 1.36815, 1.87978], [3.42877, -2.08967, -0.17162], [4.01168, -2.17284, 1.19278], [3.24519, -1.90645, 0.70279], [1.88352, 2.15783, -1.76089], [3.21782, 2.34307, -2.42735], [2.25614, 2.48287, -2.42890], [3.02417, 0.38947, -2.64374], [3.60665, -0.81742, -2.86118], [3.87252, 0.09058, -2.45642], [0.82145, 3.37990, 2.57969], [0.33660, 2.23153, 3.48224], [0.33683, 3.16723, 3.34909], [-0.98185, 1.43966, -0.51943], [-1.28601, 0.39114, -3.05334], [-0.64585, 0.74728, -1.13980], [0.86027, 2.96864, 0.79670], [0.56909, 4.14390, -0.22272], [0.72998, 3.19930, -0.16316]], "lowdin_charge": [0.070, -0.397, -0.597, 0.225, -0.693, 0.174, -0.088, 0.157, 0.124, -0.029, -0.017, 0.076, 0.061, 0.045, 0.006, 0.119, -0.044, 0.058, -0.021, -0.038, 0.106, 0.043, -0.161, -0.073, -0.023, -0.007, -0.092, 0.112, -0.046, 0.090, 0.012, -0.094, 0.067, -0.030, -0.077, 0.092, -0.026, -0.052, -0.021, 0.032, -0.015, -0.124, 0.062, 0.030, -0.065, 0.026, -0.106, -0.021, -0.019, -0.041, 0.086, 0.120, -0.047, 0.048, 0.064, -0.038]}

=====

Record 3
{"formula": "C4H32NO12", "method": "wB97M-V/def2-TZVPD", "e_above_lowest_kcal_mol": 61.9, "homo_ha": -0.477, "energy_ev": -30720.596, "lumo_energy_ev": -2.5, "mol_weight_g_mol": 286.30, "charge": 1, "gap_ev": 10.5, "elements": ["C", "C", "C", "C", "O", "N", "H", "H", "H", "H", "H", "H", "H", "H", "H", "H", "H", "H", "O", "H", "H", "O", "H", "H", "O", "H", "H", "O", "H", "H", "O", "H", "H", "O", "H", "H", "O", "H", "H", "O", "H", "H", "O", "H", "H", "O", "H", "H", "O"], "xyz": [[0.32504, -1.26708, 0.48809], [-0.68587, -0.98532, -0.61090], [-1.66192, 0.23347, -0.44818], [-1.08313, 1.43557, -1.08791], [-0.05581, 1.44279, -1.73814], [1.26508, -0.07387, 0.65444], [-0.07244, -1.41863, 1.48658], [0.90020, -2.09927, 0.04148], [-0.22758, -0.80023, -1.56493], [-1.23992, -1.91871, -0.66647], [-2.64689, -0.02937, -0.87069], [-1.79718, 0.29611, 0.64070], [-1.76997, 2.28786, -1.27141], [0.78225, 0.75407, 0.30563], [2.10997, -0.24018, 0.12386], [1.42156, 0.08700, 1.64995], [1.57759, 3.46977, 1.70484], [1.61526, 3.21947, 0.18477], [1.06160, 3.14337, 0.96998], [-2.56364, 1.90884, 3.63036], [-1.65175, 0.57615, 3.37228], [-1.80253, 1.38756, 3.87320], [-4.84890, -1.40628, -0.11768], [-4.08394, -0.78331, -1.47330], [-4.09320, -1.37013, -0.71117], [-0.48640, -0.99443, -3.68723], [-1.04668, -2.29512, -3.87451], [-0.19607, -1.91778, -3.59564], [1.54131, -1.12330, 4.57774], [0.69714, 0.26447, 4.63975], [1.13823, -0.39304, 4.10021], [1.52927, -3.58683, -2.25126], [0.97825, -2.27732, -2.57591], [1.46136, -2.72353, -1.82397], [-3.23742, -1.77469, -2.81939], [-2.79657, -1.03012, -4.02835], [-2.69539, -1.01210, -3.06788], [4.52118, -0.80506, 0.90968], [3.95165, -1.91411, 1.64298], [3.65363, -1.11883, 1.18135], [1.81911, 2.25117, -2.35505], [3.39306, 2.72219, -1.88889], [2.45505, 2.63021, -1.73902], [4.30656, 1.67749, 0.80708], [3.37260, 1.57442, -0.41783], [3.38038, 1.65080, 0.54880], [-3.04168, -0.47488, 1.69962], [-2.94099, -1.42818, 2.89852], [-2.99910, -0.49686, 2.66434]], "lowdin_charge": [-0.112, -0.176, -0.134, -0.211, 0.028, 0.192, 0.119, 0.103, 0.066, 0.124, 0.073, 0.105, 0.144, 0.099, 0.106, 0.124, 0.041, -0.002, -0.057, 0.031, -0.015, -0.078, 0.072, 0.024, -0.052, 0.063, 0.068, -0.052, 0.046, 0.039, -0.045, 0.052, -0.003, -0.092, 0.065, 0.078, -0.039, 0.051, 0.067, -0.042, 0.046, 0.061, -0.049, 0.063, 0.018, -0.057, 0.018, 0.071, -0.042]}